one:
Molecular formula: C6H16
Method: DFT, ωB97M-V/def2-TZVPD

The geometry in ORCA input format:
```
! RIJCOSX wB97M-V def2-TZVPD def2/J DEFGRID3
* xyz 0 1
C -0.873 1.193 -1.536
C -0.600 1.849 -0.150
C 0.526 2.818 -0.522
H -1.535 0.313 -1.462
H 0.012 0.739 -1.977
H -1.448 1.755 -2.272
H -1.376 2.525 0.209
H -0.278 1.062 0.523
H 0.909 3.450 0.292
H 1.445 2.272 -0.754
H 0.236 3.418 -1.382
C 0.033 -1.395 1.946
C -0.376 -1.937 0.524
C 0.891 -2.398 -0.125
H 1.109 -1.288 1.943
H -0.116 -2.235 2.633
H -0.444 -0.526 2.386
H -1.109 -2.713 0.737
H -0.872 -1.153 -0.052
H 1.619 -1.625 -0.383
H 1.332 -3.183 0.506
H 0.916 -2.941 -1.086
*
```

## Properties
SMILES: CCC.CCC
HOMO: -11.12 eV
E_LUMO: 1.1 eV


two:
Molecular formula: C6H16
Method: DFT, ωB97M-V/def2-TZVPD

The geometry in ORCA input format:
```
! RIJCOSX wB97M-V def2-TZVPD def2/J DEFGRID3
* xyz 0 1
C 2.485 -0.613 1.803
C 1.253 0.329 1.510
C 1.506 1.208 0.251
H 2.228 -1.378 2.571
H 3.324 0.066 2.233
H 2.853 -0.941 0.787
H 0.486 -0.362 1.246
H 0.890 0.940 2.318
H 1.806 0.612 -0.710
H 0.600 1.743 -0.002
H 2.227 1.942 0.486
C -1.794 -0.845 -0.074
C -1.080 -0.258 -1.281
C -2.358 0.153 -2.167
H -2.619 -1.392 -0.255
H -1.021 -1.636 0.273
H -1.987 -0.034 0.653
H -0.478 -0.876 -1.740
H -0.522 0.684 -1.022
H -2.506 -0.738 -2.761
H -2.028 0.984 -2.687
H -3.326 0.540 -1.636
*
```

## Properties
SMILES: CCC.CCC
HOMO: -10.14 eV
E_LUMO: 1.1 eV


three:
Molecular formula: C6H16
Method: DFT, ωB97M-V/def2-TZVPD

The geometry in ORCA input format:
```
! RIJCOSX wB97M-V def2-TZVPD def2/J DEFGRID3
* xyz 0 1
C -1.263 -1.210 1.134
C -2.041 -0.024 1.747
C -0.973 0.928 2.447
H -0.725 -1.810 1.867
H -0.672 -0.836 0.316
H -2.076 -1.871 0.806
H -2.703 0.521 1.058
H -2.784 -0.321 2.489
H -0.038 0.452 2.216
H -1.026 1.875 1.905
H -1.141 1.189 3.491
C 1.259 1.329 -1.426
C 1.947 0.062 -2.140
C 1.081 -1.132 -1.926
H 0.307 1.043 -1.024
H 1.103 2.277 -1.957
H 2.025 1.637 -0.706
H 2.295 0.504 -3.077
H 2.878 -0.074 -1.589
H 1.655 -2.053 -1.739
H 0.397 -1.064 -1.082
H 0.496 -1.422 -2.810
*
```

## Properties
SMILES: CCC.CCC
HOMO: -10.74 eV
E_LUMO: 1.1 eV


The structure shown above that is most stable: one.